A structure of composition C15H8BrF10NO6SV at a distorted geometry, computed with ωB97M-V/def2-TZVPD.

Structure (XYZ):
```
43
Properties=species:S:1:pos:R:3
C -4.84 2.34 -2.02
C -3.91 1.68 -1.33
C -2.86 0.88 -0.46
C -2.61 1.40 1.02
F -3.37 2.54 1.47
C -1.56 0.71 1.99
Br -1.35 1.53 3.78
N -0.80 -0.45 1.50
C 0.19 -1.16 2.37
C 1.74 -0.92 1.99
C 2.11 0.58 1.55
F 1.63 1.57 2.50
F 1.51 0.91 0.26
C 3.73 0.85 1.44
F 4.45 0.17 2.51
F 3.99 2.27 1.67
C 4.36 0.30 0.05
F 3.68 -0.83 -0.50
F 5.70 -0.18 0.39
C 4.57 1.42 -1.10
F 3.55 2.41 -1.17
F 5.90 1.96 -1.01
F 4.53 0.70 -2.37
C -0.96 -0.99 0.12
C -0.08 -2.26 -0.42
O 0.94 -2.01 -1.17
O -0.39 -3.60 -0.11
C -2.02 -0.38 -0.93
S -2.23 -1.10 -2.62
C -0.75 -0.53 -3.65
O -2.28 -2.64 -2.63
O -3.45 -0.64 -3.38
H -5.64 3.01 -2.53
H 0.08 -0.93 3.50
H 0.01 -2.31 2.28
H 2.35 -1.14 2.96
H 2.08 -1.74 1.24
H 0.18 -1.21 -3.51
H -1.10 -0.53 -4.76
H -0.57 0.57 -3.37
O -3.87 -1.08 1.96
V -5.51 -0.73 1.48
O -7.15 -0.42 1.01
```

total charge: +1
E_tot: -163170.272 eV